Entry 1:
Density functional theory data (ωB97M-V/def2-TZVPD) for a 2-piece molecular cluster, H6N2P2 overall at a distorted geometry.

CARTESIAN COORDINATES (ANGSTROEM)
N  0.3229  -0.0477  -1.1307
N  -0.8088  0.2153  -0.5009
P  2.3837  -1.0478  -0.0367
P  -1.3533  1.6750  0.3343
H  0.8109  0.8570  -1.3961
H  -1.1718  -0.6303  -0.0520
H  2.0676  -2.3838  -0.3341
H  1.6060  -1.1061  1.2524
H  -2.7760  1.4183  0.3540
H  -1.0811  1.0501  1.5098

Forces on the atoms, in the same order (eV/Å):
N 1.957 0.765 -1.130
N -1.491 -0.364 0.971
P -1.105 0.662 1.409
P 0.305 0.009 -1.212
H -0.842 -1.118 0.416
H 0.091 0.298 -0.615
H -0.275 -0.152 -0.181
H 0.805 0.052 -1.235
H 0.694 -0.173 -0.083
H -0.138 0.019 1.661

Properties
Orbital gap (alpha / beta) = 7.82 / 7.75 eV
Relative energy (zero: lowest compared OMol25 entry of this formula, charge and spin) = 2.147 eV
E_tot = -21650.722 eV
Multiplicity = 1
LUMO level (alpha / beta) = 0.476 / -0.035 eV



Entry 2:
Density functional theory data (ωB97M-V/def2-TZVPD) for one molecule with the formula C6H6S2 at a distorted geometry.

CARTESIAN COORDINATES (ANGSTROEM)
C  0.0080  -0.9778  -0.3048
C  0.6304  0.0888  0.2068
C  -0.3939  1.0834  0.4383
C  -1.7344  0.5575  0.0216
C  -1.4835  -0.9485  -0.3872
C  2.1244  0.2097  0.2168
S  -0.2302  2.6980  0.8562
S  -3.2178  1.1568  0.0044
H  0.6425  -1.8747  -0.7178
H  -1.8980  -1.1738  -1.2828
H  -1.9435  -1.4942  0.3381
H  2.4700  -0.7398  0.2507
H  2.4544  0.7950  1.0816
H  2.5715  0.6198  -0.7219

Forces on the atoms, in the same order (eV/Å):
C 1.278 -3.670 -1.334
C -0.523 0.679 -0.924
C -2.020 -0.456 -0.794
C 2.579 -1.756 0.208
C 3.195 4.236 1.511
C -0.941 3.076 -0.252
S 0.160 0.440 0.285
S -0.976 1.213 0.177
H -1.363 1.686 0.928
H -1.117 -0.610 -2.927
H -1.208 -1.864 2.139
H 1.405 -2.994 0.516
H 0.216 -0.152 -0.232
H -0.687 0.173 0.700

Properties
Orbital gap (alpha / beta) = 7.85 / 5.67 eV
E_tot = -27986.462 eV
Multiplicity = 3
LUMO level (alpha / beta) = 0.509 / -2.662 eV